a.
A structure of composition C3H11N3O. Source: the OMol25 dataset; level of theory: the ωB97M-V functional and the def2-TZVPD basis.

```
18
Properties=species:S:1:pos:R:3
C 0.43 1.06 -1.50
C 0.73 1.32 0.90
N 0.10 0.56 -0.17
H -1.53 0.20 0.05
H 1.51 1.17 -1.64
H 1.69 0.88 1.21
H 0.95 2.36 0.63
H 0.05 0.38 -2.27
H -0.04 2.04 -1.64
H 0.05 1.35 1.76
C 0.02 -1.07 -0.09
N -1.95 -0.86 -0.02
N 0.51 -1.59 1.12
O 0.18 -1.71 -1.13
H 1.09 -2.40 0.96
H -2.33 -1.30 0.81
H -2.07 -1.43 -0.85
H 0.61 -0.96 1.89
```

E_LUMO = 0.85 eV
Gap between HOMO and LUMO = 0.3459 Ha



b.
A structure of composition C3H11N3O. Source: the OMol25 dataset; level of theory: the ωB97M-V functional and the def2-TZVPD basis.

```
18
Properties=species:S:1:pos:R:3
C 1.47 -1.23 -0.32
C 0.51 -0.35 0.48
C 0.71 1.07 0.41
O 2.73 -1.39 0.32
H 3.07 -0.52 0.53
H 1.07 -2.24 -0.43
H 1.59 -0.80 -1.33
H 0.34 -0.74 1.49
H 1.57 1.46 -0.14
H 0.46 1.67 1.28
N -1.87 -0.07 -0.71
N -1.49 1.12 -1.14
N -2.70 0.07 0.37
H -0.59 -0.55 -0.08
H -0.43 1.45 -0.48
H -1.11 1.00 -2.08
H -2.81 -0.81 0.86
H -2.51 0.86 0.98
```

E_LUMO = 0.46 eV
Gap between HOMO and LUMO = 0.3300 Ha



c.
A cluster of 2 separate species, C3H11N3O in total. Source: the OMol25 dataset; level of theory: the ωB97M-V functional and the def2-TZVPD basis.

```
18
Properties=species:S:1:pos:R:3
C -0.80 1.49 1.04
C 1.51 0.69 0.19
C 0.12 0.38 0.63
N 0.51 -1.99 0.60
N -0.29 -0.85 0.84
H 1.45 -1.82 0.93
H 0.50 -2.13 -0.42
H -0.74 2.31 0.32
H -1.83 1.14 1.09
H 2.24 0.53 0.99
H 1.79 0.03 -0.65
H 1.59 1.72 -0.13
H -0.50 1.87 2.03
N -1.51 -0.35 -1.28
O -0.50 -1.18 -2.00
H -0.02 -0.56 -2.56
H -2.26 -0.30 -1.97
H -1.27 -0.97 0.34
```

E_LUMO (spin up / spin down) = 0.49 / 0.49 eV
Gap between HOMO and LUMO (spin up / spin down) = 0.2751 / 0.2751 Ha



d.
A cluster of 2 separate species, C3H11N3O in total. Source: the OMol25 dataset; level of theory: the ωB97M-V functional and the def2-TZVPD basis.

```
18
Properties=species:S:1:pos:R:3
C -1.98 -0.82 0.71
N -1.11 -1.87 0.18
C 0.27 -1.63 0.59
N 0.95 -0.67 -0.32
H -2.98 -0.89 0.30
H -2.02 -0.90 1.81
H -1.59 0.17 0.47
H -1.42 -2.79 0.44
H 0.82 -2.58 0.52
H 0.34 -1.30 1.63
H 1.40 -1.24 -1.04
H 0.18 -0.24 -0.81
N 1.73 2.28 -0.32
C 0.66 2.69 -1.03
O -0.38 2.07 -1.13
H 1.72 1.31 0.00
H 2.62 2.72 -0.49
H 0.79 3.68 -1.51
```

E_LUMO = 1.11 eV
SMILES string = CNCN.NC=O
Gap between HOMO and LUMO = 0.3686 Ha



Computed relative energies in units of kcal/mol: a 41.2; b 100.2; c 116.1; d 0.0



a.
A cluster of 2 separate species, C5H16NO in total. Source: the OMol25 dataset; level of theory: the ωB97M-V functional and the def2-TZVPD basis.

```
23
Properties=species:S:1:pos:R:3
C 1.00 0.36 1.43
O 0.84 -1.08 1.29
C 1.63 1.01 0.20
C 1.22 2.45 0.01
H -0.02 0.72 1.62
H 1.54 0.62 2.34
H 1.70 -1.41 1.02
H 2.72 0.92 0.30
H 1.49 0.36 -0.69
H 1.35 3.01 0.95
H 1.81 2.91 -0.78
H 0.15 2.52 -0.23
C -1.07 -0.93 -2.13
N -1.14 -0.56 -0.69
C -2.32 -1.13 0.02
H -0.21 -0.45 -2.60
H -0.91 -2.00 -2.19
H -1.98 -0.68 -2.65
H -1.22 0.46 -0.66
H -0.25 -0.80 -0.20
H -3.17 -0.46 -0.08
H -2.08 -1.21 1.08
H -2.58 -2.09 -0.42
```

E_LUMO = -2.98 eV
Gap between HOMO and LUMO = 0.4329 Ha
Net charge = +1



b.
A cluster of 2 separate species, C5H16NO in total. Source: the OMol25 dataset; level of theory: the ωB97M-V functional and the def2-TZVPD basis.

```
23
Properties=species:S:1:pos:R:3
C -0.90 0.71 1.46
C -0.55 -0.11 0.24
C -0.01 0.76 -0.94
C -1.18 1.32 -1.71
C 0.98 1.84 -0.54
N 0.62 -1.03 0.63
H -1.53 1.51 1.09
H -0.04 1.19 1.89
H -1.43 0.17 2.25
H -1.35 -0.74 -0.14
H 0.46 0.05 -1.63
H -0.81 1.77 -2.63
H -1.75 2.04 -1.16
H -1.82 0.48 -1.98
H 1.19 2.46 -1.42
H 1.90 1.52 -0.05
H 0.50 2.53 0.16
H 1.22 -0.51 1.28
H 1.20 -1.37 -0.14
H 0.36 -1.80 1.25
H 1.77 -4.26 0.80
H 0.31 -4.64 0.54
O 0.87 -3.88 0.75
```

E_LUMO = -3.11 eV
Gap between HOMO and LUMO = 0.4563 Ha
Net charge = +1



Computed relative energies in units of kcal/mol: a 17.6; b 0.0



a.
The ion C11H12NO with charge +1. Source: the OMol25 dataset; level of theory: the ωB97M-V functional and the def2-TZVPD basis.

```
25
Properties=species:S:1:pos:R:3
C -1.08 -2.73 0.40
C -0.70 -1.24 0.24
C 0.59 -0.77 0.09
C 1.92 -1.29 0.13
C 2.94 -0.43 0.00
C 2.77 0.97 -0.09
C 1.52 1.50 -0.19
C 0.43 0.67 0.00
N -0.85 1.03 0.17
C -1.18 2.39 0.58
C -1.71 -0.17 0.03
C -1.97 0.12 -1.40
O -1.20 -0.07 -2.27
H -1.04 -2.85 1.42
H -0.34 -3.38 0.01
H -2.14 -2.99 0.04
H 2.05 -2.39 0.19
H 3.92 -0.86 0.25
H 3.68 1.44 -0.54
H 1.36 2.54 -0.33
H -0.25 2.92 0.94
H -1.60 2.87 -0.31
H -1.69 2.27 1.44
H -2.51 -0.15 0.70
H -2.92 0.60 -1.53
```

E_LUMO (spin up / spin down) = -5.40 / -5.40 eV
SMILES string = CC1=c2ccccc2=[N+](C)[C@H]1C=O
Gap between HOMO and LUMO (spin up / spin down) = 0.2714 / 0.2714 Ha
Net charge = +1



b.
The ion C11H12NO with charge +1. Source: the OMol25 dataset; level of theory: the ωB97M-V functional and the def2-TZVPD basis.

```
25
Properties=species:S:1:pos:R:3
C 1.25 -0.86 2.91
C 0.86 -0.72 1.80
N 0.63 -0.26 0.47
C 1.43 0.77 0.09
C 0.84 1.98 -0.53
O 2.73 0.68 0.13
C 3.08 -0.76 0.13
C -0.77 -0.12 -0.02
C -0.95 0.12 -1.43
C -2.25 0.05 -1.95
C -3.34 -0.28 -1.09
C -3.12 -0.61 0.29
C -1.88 -0.56 0.78
H 1.93 -0.98 3.73
H -0.25 2.03 -0.72
H 1.12 2.71 0.19
H 1.43 2.01 -1.40
H 4.06 -0.86 -0.31
H 3.38 -0.95 1.22
H 2.38 -1.40 -0.30
H -0.08 0.26 -2.05
H -2.34 0.05 -3.05
H -4.28 -0.65 -1.52
H -4.03 -0.90 0.90
H -1.84 -0.77 1.74
```

E_LUMO = -4.53 eV
SMILES string = C#C/[N+](=C(/C)OC)c1ccccc1
Gap between HOMO and LUMO = 0.2991 Ha
Net charge = +1



Computed relative energies in units of kcal/mol: a 0.0; b 61.3



a.
A structure of composition C5H8OS. Source: the OMol25 dataset; level of theory: the ωB97M-V functional and the def2-TZVPD basis.

```
15
Properties=species:S:1:pos:R:3
C 1.05 1.08 0.17
C -0.23 1.34 0.37
C -1.84 0.00 -1.31
C 1.52 -0.30 0.01
C 0.79 -1.29 0.90
O -2.09 -0.42 1.22
S -1.18 -0.19 0.17
H 1.68 1.85 -0.15
H -0.73 2.25 0.58
H -2.88 -0.26 -1.40
H -1.32 0.44 -2.18
H 1.30 -0.75 -1.01
H 2.60 -0.32 0.13
H 0.75 -2.40 0.48
H 0.59 -1.03 2.01
```

E_LUMO (spin up / spin down) = 0.13 / 0.14 eV
Gap between HOMO and LUMO (spin up / spin down) = 0.2852 / 0.2853 Ha



b.
The molecule C5H8OS. Source: the OMol25 dataset; level of theory: the ωB97M-V functional and the def2-TZVPD basis.

```
15
Properties=species:S:1:pos:R:3
C -0.38 -1.43 0.39
C -0.96 0.24 -1.29
C -0.05 0.01 -0.13
C 1.44 0.07 -0.39
C -0.34 1.00 1.10
O -0.25 -1.85 1.53
S -0.90 -2.50 -0.90
H -2.09 0.46 -1.26
H -0.51 0.44 -2.20
H 1.82 1.08 -0.38
H 1.83 -0.53 -1.29
H 1.86 -0.41 0.49
H -1.40 0.84 1.33
H -0.21 2.08 1.13
H 0.14 0.50 1.88
```

E_LUMO (spin up / spin down) = -0.99 / -2.02 eV
Gap between HOMO and LUMO (spin up / spin down) = 0.3191 / 0.2628 Ha



Computed relative energies in units of kcal/mol: a 61.5; b 0.0



a.
A structure of composition C34H41CrN6O5PS2Se. Source: the OMol25 dataset; level of theory: the ωB97M-V functional and the def2-TZVPD basis.

```
91
Properties=species:S:1:pos:R:3
Cr -0.27 -0.48 -0.49
C -0.33 -3.71 0.87
C 0.05 -2.39 1.44
N -0.84 -1.44 1.47
N -0.71 -0.53 2.52
C -0.86 0.70 2.24
S -0.92 1.39 0.66
S -1.10 1.79 3.64
C -2.88 2.06 3.34
C -3.70 0.82 3.56
C -3.87 -0.09 2.52
C -4.59 -1.26 2.73
C -5.14 -1.53 3.97
C -4.96 -0.63 5.01
C -4.24 0.54 4.80
C 1.40 -2.16 1.96
C 2.04 -2.93 2.92
C 3.33 -2.64 3.32
C 3.98 -1.55 2.73
C 3.37 -0.79 1.76
C 2.06 -1.07 1.34
O 1.52 -0.40 0.35
H -1.35 -3.69 0.51
H 0.35 -4.04 0.08
H -0.25 -4.44 1.68
H -3.18 2.86 4.03
H -2.98 2.43 2.32
H -3.41 0.09 1.56
H -4.69 -1.96 1.91
H -5.70 -2.45 4.13
H -5.39 -0.84 5.99
H -4.09 1.23 5.62
H 1.50 -3.76 3.37
H 3.82 -3.23 4.08
H 4.99 -1.31 3.04
H 3.89 0.05 1.29
Se -2.53 -0.78 -1.52
C -3.20 1.00 -1.75
C -4.25 1.47 -0.98
C -4.72 2.76 -1.19
N -4.23 3.59 -2.10
C -3.23 3.12 -2.84
C -2.68 1.85 -2.71
H -4.71 0.85 -0.22
H -5.55 3.14 -0.59
H -2.83 3.80 -3.59
H -1.88 1.53 -3.36
O 1.55 2.19 -5.37
C 2.51 1.98 -4.43
C 3.81 2.44 -4.62
C 4.78 2.23 -3.65
C 4.46 1.58 -2.47
C 3.15 1.15 -2.27
C 2.18 1.32 -3.25
C 0.80 0.74 -2.98
O 0.17 0.22 -3.90
O 0.47 0.81 -1.75
H 1.93 2.74 -6.07
H 4.06 2.96 -5.54
H 5.79 2.59 -3.82
H 5.20 1.43 -1.70
H 2.85 0.67 -1.35
C -1.75 -4.28 -2.19
N -0.37 -4.46 -2.62
C -0.16 -5.64 -3.44
P 0.74 -3.21 -2.61
O 0.23 -2.21 -1.64
N 0.96 -2.88 -4.20
C -0.22 -2.66 -5.04
C 2.18 -2.27 -4.74
N 2.24 -3.73 -2.17
C 3.02 -4.69 -2.92
C 2.73 -3.52 -0.81
H -2.42 -4.30 -3.06
H -1.86 -3.32 -1.70
H -2.05 -5.07 -1.50
H -1.07 -5.87 -4.00
H 0.11 -6.52 -2.85
H 0.63 -5.46 -4.18
H -1.06 -3.23 -4.66
H 0.00 -3.01 -6.06
H -0.49 -1.61 -5.06
H 2.92 -2.15 -3.95
H 1.96 -1.29 -5.14
H 2.60 -2.92 -5.52
H 2.67 -4.74 -3.95
H 2.96 -5.69 -2.48
H 4.07 -4.38 -2.93
H 2.19 -2.69 -0.35
H 3.79 -3.25 -0.84
H 2.62 -4.41 -0.19
```

Spin multiplicity = 2
Expectation value of S² = 0.76
E_LUMO (spin up / spin down) = 2.26 / 2.26 eV
Gap between HOMO and LUMO (spin up / spin down) = 0.2475 / 0.2502 Ha
Net charge = -1



b.
A structure of composition C34H41CrN6O5PS2Se. Source: the OMol25 dataset; level of theory: the ωB97M-V functional and the def2-TZVPD basis.

```
91
Properties=species:S:1:pos:R:3
Cr -0.68 -0.22 -0.80
C -3.66 0.21 -0.59
C -2.45 0.92 -1.11
N -1.82 0.41 -2.18
N -1.33 1.12 -3.21
C -0.16 0.67 -3.55
S 0.61 -0.47 -2.58
S 0.56 1.30 -5.05
C 0.88 3.01 -4.51
C 2.23 3.22 -3.88
C 2.47 2.82 -2.57
C 3.73 2.99 -2.00
C 4.75 3.58 -2.73
C 4.52 3.98 -4.04
C 3.27 3.80 -4.61
C -2.16 2.32 -0.75
C -3.10 3.33 -0.62
C -2.69 4.64 -0.41
C -1.33 4.93 -0.33
C -0.38 3.92 -0.42
C -0.78 2.59 -0.60
O 0.08 1.60 -0.65
H -4.56 0.68 -1.02
H -3.72 0.28 0.49
H -3.66 -0.84 -0.88
H 0.07 3.30 -3.84
H 0.79 3.62 -5.41
H 1.68 2.35 -1.99
H 3.90 2.67 -0.99
H 5.73 3.71 -2.29
H 5.31 4.44 -4.62
H 3.09 4.11 -5.63
H -4.15 3.10 -0.73
H -3.42 5.44 -0.33
H -1.00 5.95 -0.19
H 0.68 4.15 -0.35
Se -0.23 -3.32 -4.06
C 1.41 -4.11 -3.56
C 1.98 -3.92 -2.30
C 3.18 -4.52 -1.97
N 3.88 -5.32 -2.78
C 3.34 -5.50 -3.99
C 2.15 -4.94 -4.42
H 1.49 -3.28 -1.58
H 3.61 -4.36 -0.98
H 3.90 -6.15 -4.66
H 1.79 -5.14 -5.42
O -2.87 -3.98 0.92
C -1.64 -4.53 1.06
C -1.50 -5.82 1.59
C -0.25 -6.38 1.75
C 0.89 -5.66 1.40
C 0.75 -4.39 0.88
C -0.51 -3.81 0.70
C -0.55 -2.45 0.10
O -1.62 -1.95 -0.37
O 0.51 -1.76 0.03
H -3.54 -4.63 1.18
H -2.39 -6.37 1.87
H -0.16 -7.38 2.15
H 1.87 -6.10 1.50
H 1.61 -3.82 0.58
C -1.61 -0.08 5.07
N -1.56 -0.35 3.64
C -1.82 -1.74 3.29
P -0.83 0.68 2.56
O -1.08 0.12 1.21
N -1.51 2.13 2.95
C -0.83 3.41 2.85
C -2.96 2.24 2.96
N 0.78 0.91 2.83
C 1.27 1.35 4.12
C 1.82 0.39 1.96
H -2.54 -0.48 5.48
H -1.60 1.00 5.25
H -0.78 -0.53 5.61
H -2.75 -2.06 3.76
H -1.02 -2.41 3.63
H -1.93 -1.83 2.22
H 0.16 3.28 2.41
H -0.73 3.87 3.83
H -1.39 4.07 2.19
H -3.42 1.25 2.99
H -3.31 2.76 2.07
H -3.29 2.79 3.85
H 0.47 1.79 4.71
H 2.04 2.11 3.99
H 1.70 0.52 4.69
H 1.40 -0.07 1.08
H 2.41 -0.37 2.49
H 2.49 1.20 1.65
```

Spin multiplicity = 2
Expectation value of S² = 0.85
E_LUMO (spin up / spin down) = 1.98 / 1.79 eV
Gap between HOMO and LUMO (spin up / spin down) = 0.1895 / 0.1781 Ha
Net charge = -1



Computed relative energies in units of kcal/mol: a 0.0; b 14.9



a.
A cluster of 2 separate species, C3H8NO in total. Source: the OMol25 dataset; level of theory: the ωB97M-V functional and the def2-TZVPD basis.

```
13
Properties=species:S:1:pos:R:3
C -1.54 -1.70 2.42
N -0.94 -1.21 1.28
H -2.18 -1.02 2.95
H -1.48 -2.74 2.67
H -1.17 -0.30 0.94
H -0.34 -1.76 0.71
O -0.24 0.80 -0.77
C 0.57 1.06 -1.63
C 2.04 1.18 -1.42
H 0.18 1.21 -2.66
H 2.24 2.09 -0.84
H 2.57 1.27 -2.37
H 2.41 0.35 -0.84
```

Spin multiplicity = 2
Expectation value of S² = 0.75
E_LUMO (spin up / spin down) = 0.89 / 0.89 eV
Gap between HOMO and LUMO (spin up / spin down) = 0.2382 / 0.4070 Ha



b.
A cluster of 2 separate species, C3H8NO in total. Source: the OMol25 dataset; level of theory: the ωB97M-V functional and the def2-TZVPD basis.

```
13
Properties=species:S:1:pos:R:3
C -0.55 -2.69 -0.53
O -0.53 -1.31 -0.85
H -0.33 -3.42 -1.27
H -1.63 -2.89 -0.21
H 0.25 -2.76 0.34
C 0.68 2.77 0.44
C 0.10 1.48 0.09
N 0.27 0.41 0.94
H 1.64 2.79 1.04
H 0.48 3.55 -0.21
H -0.57 1.33 -0.88
H 1.22 0.31 1.44
H -0.07 -0.68 -0.01
```

Spin multiplicity = 2
Expectation value of S² = 0.80
E_LUMO (spin up / spin down) = 0.76 / -1.96 eV
Gap between HOMO and LUMO (spin up / spin down) = 0.3510 / 0.2495 Ha



Computed relative energies in units of kcal/mol: a 0.0; b 46.6



a.
A cluster of 2 separate species, C9H10N2 in total. Source: the OMol25 dataset; level of theory: the ωB97M-V functional and the def2-TZVPD basis.

```
21
Properties=species:S:1:pos:R:3
C 2.64 0.68 0.54
C 2.03 1.44 -0.47
C 2.03 -0.44 1.01
C 0.79 1.12 -0.99
C 0.86 -0.82 0.55
C 0.19 -0.02 -0.40
C -0.33 -1.76 0.56
C -0.97 -0.87 -0.41
C -2.17 -1.03 -1.31
N -1.85 1.91 0.90
N -1.93 0.85 1.44
H 3.50 1.16 0.96
H 2.74 2.24 -0.82
H 2.51 -1.14 1.72
H 0.20 1.73 -1.82
H -0.26 -2.76 0.27
H -0.86 -1.70 1.50
H -2.11 -0.21 -2.03
H -3.07 -1.17 -0.82
H -2.04 -1.94 -1.97
H -1.90 2.73 1.60
```

E_LUMO (spin up / spin down) = 0.39 / 0.10 eV
Gap between HOMO and LUMO (spin up / spin down) = 0.2604 / 0.3139 Ha



b.
The molecule C9H10N2. Source: the OMol25 dataset; level of theory: the ωB97M-V functional and the def2-TZVPD basis.

```
21
Properties=species:S:1:pos:R:3
C -1.40 1.02 1.78
C -0.65 0.34 0.74
C 0.67 0.20 0.62
N 1.76 0.80 1.26
C 2.89 0.26 0.77
N 2.74 -0.57 -0.19
C 1.34 -0.67 -0.43
C 0.71 -1.32 -1.42
C -0.74 -1.24 -1.50
C -1.32 0.05 -1.85
C -1.53 -0.47 -0.47
H -1.88 1.99 1.58
H -0.64 1.33 2.54
H -2.11 0.35 2.12
H 1.65 1.41 1.96
H 3.85 0.54 1.06
H 1.15 -1.90 -2.24
H -1.26 -2.19 -1.88
H -0.65 0.91 -1.85
H -2.11 -0.04 -2.60
H -2.46 -0.81 -0.01
```

E_LUMO = 0.82 eV
SMILES string = CC1=c2[nH]cnc2=C[C@@H]2C[C@H]12
Gap between HOMO and LUMO = 0.2948 Ha



c.
A structure of composition C9H10N2. Source: the OMol25 dataset; level of theory: the ωB97M-V functional and the def2-TZVPD basis.

```
21
Properties=species:S:1:pos:R:3
C 0.09 -2.47 1.67
C 1.57 2.31 -0.71
C 1.25 1.83 -1.94
C 0.86 1.59 0.21
C 0.38 0.78 -1.77
C -1.07 -0.20 1.62
C 0.24 -1.11 1.72
C -0.69 -0.33 0.17
C -1.31 -1.44 -0.66
N 0.03 -3.61 1.69
N 0.11 0.63 -0.43
H 2.23 3.12 -0.54
H 1.73 2.32 -2.79
H 0.84 1.75 1.21
H -0.06 0.20 -2.54
H -2.12 -0.40 1.84
H -1.00 0.81 1.86
H 1.11 -0.49 1.80
H -1.84 -2.14 -0.01
H -0.43 -1.94 -0.94
H -1.93 -1.22 -1.47
```

E_LUMO = 0.36 eV
Gap between HOMO and LUMO = 0.3160 Ha



Computed relative energies in units of kcal/mol: a 61.3; b 0.0; c 22.4